Computed, not measured: a molecular structure, C31H22BrCl2F5N6O3TeV at a distorted geometry, with ωB97M-V/def2-TZVPD.

Values from the calculation:
ΔE to the lowest compared entry with this formula, charge and spin: 3.540 eV
E_HOMO (alpha / beta): -2.2 / -2.4 eV
lowest unoccupied orbital energy (alpha / beta): 4.20 / 3.65 eV
net charge: -2
multiplicity: 4
HOMO-LUMO gap (alpha / beta): 0.2369 / 0.2223 Ha
DFT total energy: -189247.2785 eV

XYZ file:
```
72
Properties=species:S:1:pos:R:3:mulliken_charge:R:1
V 0.126 0.026 -0.443 0.182
Cl -3.081 0.123 5.773 -0.289
C -2.817 0.137 4.039 0.006
C -1.743 -0.591 3.539 -0.838
C -1.471 -0.594 2.177 0.367
N -0.388 -1.241 1.536 0.364
C 0.114 -2.314 2.114 -0.107
O -0.269 -2.931 3.128 -0.829
C 1.396 -2.831 1.488 0.264
C 2.269 -3.534 2.320 -0.759
C 3.437 -4.041 1.789 -0.420
C 3.676 -3.871 0.432 -1.106
C 2.746 -3.171 -0.319 -0.485
N 1.637 -2.628 0.195 0.128
C -2.310 0.159 1.331 -1.196
C -3.410 0.838 1.826 -0.220
C -3.656 0.833 3.193 0.079
Cl -5.032 1.729 3.796 -0.279
N -1.914 0.109 0.003 1.163
C -2.778 0.060 -1.005 -0.027
O -3.982 0.318 -1.034 -0.839
C -2.110 -0.636 -2.190 0.212
C -2.854 -1.047 -3.273 -0.849
C -2.277 -1.899 -4.204 -0.404
C -0.991 -2.356 -3.974 -1.105
C -0.315 -1.907 -2.846 -0.123
N -0.837 -1.039 -1.988 0.965
H -1.141 -1.173 4.217 0.592
H 1.986 -3.668 3.354 0.581
H 4.139 -4.581 2.415 0.383
H 4.559 -4.266 -0.051 0.457
H 2.898 -3.061 -1.385 0.959
H -4.057 1.377 1.151 0.636
H -3.873 -0.692 -3.344 0.499
H -2.832 -2.214 -5.080 0.404
H -0.480 -3.034 -4.642 0.485
H 0.682 -2.286 -2.653 0.361
Br -0.572 2.955 1.747 -0.110
C -1.797 3.401 0.374 0.422
C -2.838 4.199 0.763 -0.466
C -3.723 4.726 -0.196 -0.714
C -3.480 4.485 -1.515 -0.907
C -2.403 3.659 -1.923 1.106
C -2.166 3.487 -3.313 -0.958
C -1.130 2.709 -3.717 -0.929
C -0.367 1.985 -2.766 -0.330
C -0.575 2.025 -1.404 0.580
C -1.559 3.005 -0.977 0.215
H -2.960 4.435 1.811 0.409
H -4.561 5.336 0.118 0.379
H -4.112 4.915 -2.284 0.310
H -2.818 3.991 -4.019 0.287
H -0.908 2.589 -4.772 0.416
H 0.397 1.324 -3.159 0.369
C 3.001 -0.444 3.941 -0.837
N 3.317 0.042 2.610 0.262
C 4.704 0.196 2.210 -0.913
C 2.330 0.383 1.811 0.074
N 1.433 0.688 1.157 -0.056
H 3.522 -1.388 4.120 0.311
H 1.930 -0.621 4.016 0.165
H 3.301 0.282 4.703 0.339
H 5.221 -0.759 2.335 0.303
H 5.192 0.955 2.830 0.333
H 4.740 0.475 1.161 0.228
F 3.898 -0.253 -0.561 -0.581
Te 2.980 -0.604 -2.308 1.480
F 3.720 1.061 -2.822 -0.422
F 2.071 -0.280 -3.973 -0.469
F 4.795 -1.070 -2.749 -0.444
F 2.773 -2.508 -3.180 -0.563
O 1.597 0.518 -1.449 -0.504
```

=====

Computed, not measured: 7 unconnected molecules or ions with the total composition C51H73Br2F7N3O22S at a distorted geometry, with ωB97M-V/def2-TZVPD.

Values from the calculation:
E_HOMO: -5.5 eV
lowest unoccupied orbital energy: 1.61 eV
net charge: -1
multiplicity: 1
HOMO-LUMO gap: 0.2596 Ha
DFT total energy: -273533.4352 eV

XYZ file:
```
159
Properties=species:S:1:pos:R:3:mulliken_charge:R:1
C -0.167 1.677 1.626 -0.992
C 0.055 1.294 0.154 -0.057
C -0.040 -0.197 -0.138 -0.130
C -1.233 -0.841 -0.492 -0.135
C -2.498 0.019 -0.570 -1.013
Br -3.956 -0.659 0.546 -0.067
C -2.904 0.163 -2.061 0.310
C -4.272 0.836 -2.272 -1.329
Br -1.576 1.251 -3.039 -0.110
C -1.274 -2.206 -0.796 1.745
C -2.490 -3.012 -1.235 -1.163
C -2.937 -4.103 -0.222 -0.535
C -4.262 -4.739 -0.743 -1.391
C -5.518 -3.981 -0.347 1.147
F -5.445 -3.500 0.922 -0.341
F -5.773 -2.914 -1.149 -0.369
C -6.811 -4.870 -0.401 0.546
F -7.820 -4.188 0.173 -0.224
F -7.131 -5.046 -1.689 -0.274
F -6.648 -6.027 0.223 -0.246
C -0.079 -2.907 -0.733 -0.936
C 1.081 -2.272 -0.386 0.604
C 1.152 -0.920 -0.072 -1.061
N 2.387 -0.288 0.299 1.676
C 2.794 -0.677 1.672 -0.809
C 3.210 0.514 2.551 -0.040
C 3.414 -0.042 3.976 -0.544
F 4.355 0.699 4.698 -0.406
C 3.424 -0.595 -0.640 -0.921
C 4.174 0.464 -1.104 -0.147
C 3.910 1.903 -0.613 -0.098
O 4.777 2.356 0.176 -0.785
O 2.890 2.500 -1.000 -0.862
C 5.174 0.182 -2.019 -0.063
C 5.429 -1.101 -2.457 0.619
C 6.522 -1.272 -3.478 -0.436
O 7.681 -0.999 -3.293 -0.462
N 6.134 -1.762 -4.813 -0.185
C 4.766 -1.614 -5.118 0.637
O 3.905 -2.452 -5.034 -0.474
F 4.427 -0.403 -5.603 -0.231
C 4.702 -2.192 -1.963 0.856
C 4.955 -3.641 -2.355 -1.780
C 5.893 -4.394 -1.348 -0.923
C 6.784 -3.444 -0.525 0.303
C 7.908 -4.244 0.178 -0.961
C 8.725 -3.354 1.135 -0.473
N 10.119 -3.188 0.655 -0.651
C 3.705 -1.890 -1.057 1.070
S 2.644 -3.159 -0.352 -0.393
H -1.185 1.479 1.991 0.291
H -0.014 2.766 1.690 0.217
H 0.562 1.230 2.305 0.016
H -0.630 1.868 -0.481 0.610
H 1.066 1.609 -0.150 -0.552
H -2.293 1.032 -0.221 0.564
H -2.921 -0.794 -2.584 0.327
H -5.114 0.161 -2.074 0.232
H -4.361 1.133 -3.326 0.460
H -4.327 1.760 -1.682 0.322
H -3.362 -2.417 -1.510 0.128
H -2.189 -3.548 -2.153 0.431
H -2.146 -4.864 -0.182 0.373
H -3.043 -3.711 0.794 0.483
H -4.310 -5.799 -0.469 0.500
H -4.218 -4.726 -1.844 0.421
H -0.011 -3.967 -0.982 0.391
H 1.991 -1.216 2.202 0.396
H 3.649 -1.372 1.650 0.243
H 4.152 0.993 2.254 0.232
H 2.457 1.301 2.636 0.163
H 2.469 -0.017 4.543 0.269
H 3.757 -1.087 3.959 0.354
H 5.766 1.023 -2.382 0.632
H 6.384 -2.736 -4.941 0.388
H 3.996 -4.157 -2.489 0.716
H 5.417 -3.627 -3.347 0.112
H 5.269 -5.034 -0.710 0.287
H 6.533 -5.057 -1.950 0.496
H 7.242 -2.660 -1.138 0.165
H 6.168 -2.989 0.265 0.007
H 8.607 -4.626 -0.586 0.368
H 7.502 -5.146 0.661 0.369
H 8.809 -3.766 2.150 0.348
H 8.241 -2.362 1.179 0.330
H 10.569 -2.466 1.211 0.229
H 10.092 -2.828 -0.295 0.174
C -8.763 -1.628 -0.856 -0.237
O -8.821 -0.390 -0.141 -0.161
C -10.050 0.086 0.035 0.707
O -11.070 -0.426 -0.348 -0.556
O -9.958 1.234 0.709 -0.305
C -11.214 1.859 0.970 -0.464
H -7.722 -1.907 -0.933 -0.265
H -9.297 -2.406 -0.317 0.332
H -9.170 -1.509 -1.860 0.342
H -11.843 1.216 1.584 0.292
H -11.719 2.112 0.039 0.123
H -11.018 2.776 1.519 0.223
C -4.371 6.107 2.648 -0.585
O -3.284 6.985 2.363 -0.344
C -2.096 6.534 2.780 0.839
O -1.901 5.493 3.349 -0.544
O -1.174 7.436 2.454 -0.328
C 0.160 7.080 2.834 -0.506
H -5.273 6.578 2.264 0.213
H -4.235 5.149 2.147 0.259
H -4.479 5.963 3.722 0.283
H 0.470 6.163 2.337 0.205
H 0.235 6.973 3.916 0.307
H 0.811 7.889 2.514 0.204
C 13.083 -5.655 -2.771 -0.646
O 11.880 -5.151 -3.347 -0.325
C 11.829 -3.817 -3.423 0.826
O 12.687 -3.059 -3.057 -0.553
O 10.664 -3.480 -3.971 -0.303
C 10.464 -2.068 -4.114 -0.527
H 13.005 -6.740 -2.764 0.224
H 13.947 -5.367 -3.369 0.295
H 13.195 -5.304 -1.746 0.289
H 11.222 -1.637 -4.768 0.345
H 10.473 -1.579 -3.142 0.267
H 9.489 -1.922 -4.565 0.106
C 4.016 5.442 0.567 -0.442
O 3.107 6.528 0.294 -0.242
C 3.241 7.076 -0.904 0.729
O 4.033 6.763 -1.753 -0.553
O 2.332 8.061 -1.014 -0.296
C 2.365 8.741 -2.264 -0.662
H 3.803 5.086 1.571 0.215
H 3.862 4.621 -0.130 0.144
H 5.048 5.791 0.529 0.308
H 2.148 8.055 -3.082 0.293
H 3.331 9.221 -2.416 0.286
H 1.593 9.507 -2.234 0.208
C -13.610 2.562 -2.936 -0.688
O -13.667 3.799 -2.222 -0.320
C -14.900 4.273 -2.047 0.796
O -15.917 3.757 -2.428 -0.536
O -14.809 5.422 -1.373 -0.312
C -16.065 6.047 -1.112 -0.633
H -12.565 2.276 -3.016 0.214
H -14.143 1.782 -2.394 0.307
H -14.019 2.679 -3.938 0.364
H -16.695 5.403 -0.499 0.291
H -16.570 6.299 -2.043 0.293
H -15.859 6.963 -0.564 0.220
C -2.360 -2.619 7.333 -0.641
O -1.289 -1.737 7.004 -0.287
C -0.088 -2.157 7.406 0.772
O 0.139 -3.179 7.999 -0.547
O 0.812 -1.248 7.036 -0.276
C 2.155 -1.566 7.401 -0.695
H -3.274 -2.169 6.955 0.220
H -2.221 -3.588 6.855 0.290
H -2.445 -2.735 8.413 0.292
H 2.474 -2.492 6.925 0.321
H 2.255 -1.639 8.483 0.338
H 2.790 -0.758 7.046 0.210
```

=====

Computed, not measured: a gas-phase ion, C5H13N2 (charge +1) at a distorted geometry, with ωB97M-V/def2-TZVPD.

Values from the calculation:
ΔE to the lowest compared entry with this formula, charge and spin: 3.546 eV
E_HOMO: -11.0 eV
lowest unoccupied orbital energy: -3.56 eV
net charge: +1
multiplicity: 1
HOMO-LUMO gap: 0.2745 Ha
DFT total energy: -8367.2640 eV

XYZ file:
```
20
Properties=species:S:1:pos:R:3:mulliken_charge:R:1
C 1.828 -0.197 1.716 -0.749
C 1.328 -0.374 0.145 -0.608
C 0.094 0.264 -0.216 -0.101
C -0.717 -0.538 -0.982 -0.267
N -1.917 0.070 -1.475 -0.227
C -3.041 -0.764 -1.958 -0.823
N 1.966 1.319 1.993 -0.286
H 0.939 -0.529 2.120 0.401
H 2.709 -0.815 1.864 0.429
H 2.072 0.145 -0.467 0.347
H 1.482 -1.412 -0.141 0.352
H -0.231 1.269 0.256 0.069
H -0.396 -1.469 -1.355 0.313
H -2.207 0.996 -1.196 0.252
H -2.474 -1.382 -2.797 0.255
H -3.516 -1.401 -1.177 0.255
H -3.725 -0.113 -2.529 0.345
H 1.005 1.705 2.044 0.354
H 2.432 1.817 1.257 0.336
H 2.371 1.410 2.897 0.352
```